Entry 1:
{"formula": "C27H48CuN2O6P2SSe2", "method": "ωB97M-V with the def2-TZVPD basis set", "relative_energy_kj_mol": 3.8, "total_charge": 1, "lumo_ev": -1.99, "elements": ["Cu", "C", "Se", "C", "C", "Se", "C", "H", "H", "H", "H", "H", "H", "H", "H", "H", "H", "C", "C", "C", "O", "P", "O", "C", "P", "O", "O", "C", "C", "C", "O", "C", "C", "C", "O", "C", "C", "C", "H", "H", "H", "H", "H", "H", "H", "H", "H", "H", "H", "H", "H", "H", "H", "H", "H", "H", "H", "H", "H", "H", "H", "H", "H", "H", "H", "H", "H", "H", "S", "C", "C", "C", "N", "C", "C", "C", "C", "C", "N", "C", "C", "H", "H", "H", "H", "H", "H", "H", "H"], "xyz": [[0.57774, -2.07301, -0.62133], [-1.57391, -4.79533, 0.52470], [-1.36391, -3.88088, -1.17450], [-0.20896, -5.17647, -2.05204], [1.14075, -5.39629, -1.38780], [2.22727, -3.79667, -1.19054], [2.48611, -3.36203, -3.06631], [-2.00965, -5.77963, 0.37230], [-2.25734, -4.18881, 1.11594], [-0.62639, -4.87247, 1.05337], [-0.09241, -4.78799, -3.06405], [-0.74676, -6.12204, -2.12589], [1.72099, -6.13368, -1.94299], [1.02528, -5.77404, -0.37131], [2.99966, -4.17747, -3.56925], [3.09601, -2.46332, -3.07441], [1.53439, -3.13937, -3.54017], [4.26548, -0.52389, 0.76334], [4.33559, 0.71976, -0.09721], [5.26191, 1.77349, 0.46351], [2.99801, 1.32601, -0.16238], [1.97385, 0.84128, -1.26416], [2.03387, -0.60169, -1.57546], [0.41998, 1.38755, -0.52449], [-1.03952, 0.76165, -1.37107], [-0.92725, -0.66930, -1.70014], [-1.25466, 1.66079, -2.64512], [-2.19870, 2.75989, -2.82385], [-2.87743, 2.53596, -4.15636], [-1.45661, 4.07455, -2.74339], [-2.18598, 1.12465, -0.33677], [-3.56831, 0.67932, -0.56482], [-3.75439, -0.73220, -0.04890], [-4.45822, 1.68044, 0.13607], [2.21236, 1.65948, -2.58468], [2.14861, 3.10007, -2.76803], [3.41468, 3.75951, -2.26330], [1.92362, 3.30889, -4.24996], [5.24745, -0.99644, 0.80720], [3.55364, -1.23636, 0.34967], [3.96295, -0.25705, 1.77790], [4.63323, 0.45675, -1.11555], [4.90372, 2.10393, 1.43915], [5.33220, 2.63725, -0.19537], [6.26029, 1.35357, 0.58629], [0.38256, 2.47486, -0.44241], [0.40538, 0.98418, 0.49103], [-2.92562, 2.70867, -2.01391], [-2.14622, 2.57417, -4.96391], [-3.62463, 3.31145, -4.32576], [-3.36965, 1.56462, -4.18410], [-0.67993, 4.11728, -3.50694], [-1.00398, 4.21423, -1.76063], [-2.15000, 4.89792, -2.91369], [-3.74843, 0.69595, -1.64403], [-3.63817, -0.75843, 1.03635], [-3.04395, -1.41483, -0.51438], [-4.76358, -1.07009, -0.28567], [-4.21251, 1.71204, 1.19828], [-5.50219, 1.38712, 0.03092], [-4.33819, 2.68292, -0.27322], [1.28361, 3.47080, -2.21192], [4.28478, 3.31204, -2.74628], [3.51736, 3.66144, -1.18406], [3.39321, 4.82078, -2.51246], [2.78897, 2.95804, -4.81262], [1.77993, 4.36913, -4.46062], [1.04657, 2.75600, -4.58458], [0.03213, -1.40307, 5.91358], [0.12919, -1.48414, 4.16940], [-0.83047, -1.00718, 3.28159], [-0.62924, -1.18048, 1.92669], [0.44213, -1.78338, 1.40028], [1.36191, -2.23874, 2.26131], [1.25284, -2.11239, 3.62863], [-1.42525, -0.42154, 6.16783], [-2.57973, -1.00972, 6.65527], [-3.68804, -0.19700, 6.86892], [-3.70149, 1.10707, 6.62098], [-2.58061, 1.65845, 6.15881], [-1.41633, 0.94539, 5.92258], [-1.72428, -0.50904, 3.62978], [-1.36321, -0.81965, 1.21871], [2.22486, -2.72538, 1.82263], [2.03879, -2.49353, 4.26685], [-2.62149, -2.07044, 6.85997], [-4.60739, -0.62231, 7.25446], [-2.61347, 2.72624, 5.97565], [-0.52542, 1.44215, 5.56283]], "atomic_forces_ev_per_a": [[-0.2, -0.3, -0.1], [0.0, 0.0, 0.0], [0.0, 0.1, 0.0], [0.1, 0.0, 0.0], [-0.1, 0.0, 0.0], [0.2, 0.0, -0.1], [0.0, 0.0, 0.0], [0.0, 0.0, 0.0], [0.0, 0.0, 0.0], [0.0, 0.0, 0.0], [0.0, 0.0, 0.0], [0.0, 0.0, 0.0], [0.0, 0.0, 0.0], [0.0, 0.0, 0.0], [0.0, 0.0, 0.0], [0.0, 0.0, 0.0], [0.0, 0.0, 0.0], [0.0, 0.0, 0.0], [0.0, 0.0, 0.0], [0.0, 0.0, 0.0], [0.0, 0.0, 0.0], [0.0, -0.1, -0.1], [0.0, 0.1, 0.1], [0.0, 0.0, 0.0], [-0.1, 0.1, 0.0], [0.0, -0.1, 0.0], [0.0, 0.0, 0.0], [0.0, 0.0, 0.0], [0.0, 0.0, 0.0], [0.0, 0.0, 0.0], [0.0, 0.0, 0.0], [0.0, 0.0, 0.0], [0.0, 0.0, 0.0], [0.0, 0.0, 0.0], [0.0, 0.0, 0.0], [0.0, 0.0, 0.0], [0.0, 0.0, 0.0], [0.0, 0.0, 0.0], [0.0, 0.0, 0.0], [0.0, 0.0, 0.0], [0.0, 0.0, 0.0], [0.0, 0.0, 0.0], [0.0, 0.0, 0.0], [0.0, 0.0, 0.0], [0.0, 0.0, 0.0], [0.0, 0.0, 0.0], [0.0, 0.0, 0.0], [0.0, 0.0, 0.0], [0.0, 0.0, 0.0], [0.0, 0.0, 0.0], [0.0, 0.0, 0.0], [0.0, 0.0, 0.0], [0.0, 0.0, 0.0], [0.0, 0.0, 0.0], [0.0, 0.0, 0.0], [0.0, 0.0, 0.0], [0.0, 0.0, 0.0], [0.0, 0.0, 0.0], [0.0, 0.0, 0.0], [0.0, 0.0, 0.0], [0.0, 0.0, 0.0], [0.0, 0.0, 0.0], [0.0, 0.0, 0.0], [0.0, 0.0, 0.0], [0.0, 0.0, 0.0], [0.0, 0.0, 0.0], [0.0, 0.0, 0.0], [0.0, 0.0, 0.0], [0.0, 0.0, 0.1], [0.0, -0.1, -0.1], [0.0, 0.0, 0.0], [0.0, 0.0, 0.0], [-0.1, 0.1, 0.2], [0.0, 0.0, -0.1], [0.0, 0.0, 0.0], [0.0, 0.0, 0.0], [0.0, 0.0, 0.0], [0.0, 0.0, 0.0], [0.0, 0.0, 0.0], [0.0, 0.0, 0.0], [0.0, 0.0, 0.0], [0.0, 0.0, 0.0], [0.0, 0.0, 0.0], [0.0, 0.0, 0.0], [0.0, 0.0, 0.0], [0.0, 0.0, 0.0], [0.0, 0.0, 0.0], [0.0, 0.0, 0.0], [0.0, 0.0, 0.0]]}

***

Entry 2:
{"formula": "C27H48N3O12", "method": "ωB97M-V with the def2-TZVPD basis set", "relative_energy_kj_mol": 687.2, "total_charge": 1, "lumo_ev": -4.88, "elements": ["C", "C", "O", "N", "H", "H", "C", "H", "H", "H", "H", "H", "H", "C", "C", "O", "N", "H", "H", "C", "H", "H", "H", "H", "H", "H", "N", "O", "O", "O", "C", "C", "C", "O", "H", "H", "H", "H", "H", "H", "H", "H", "C", "C", "C", "O", "H", "H", "H", "H", "H", "H", "H", "H", "C", "C", "C", "O", "H", "H", "H", "H", "H", "H", "H", "H", "C", "C", "C", "O", "C", "C", "C", "O", "H", "H", "H", "H", "C", "C", "C", "O", "C", "C", "C", "O", "H", "H", "H", "H"], "xyz": [[-0.90672, -4.02445, -1.89026], [-2.16761, -3.27558, -1.88498], [-3.11819, -3.55547, -2.56036], [-2.31184, -2.23215, -0.77195], [-2.73589, -2.77217, -0.19391], [-1.34327, -1.67262, -0.51883], [-3.35356, -1.24455, -1.19349], [0.09757, -3.46913, -1.27769], [-0.74954, -4.45389, -3.04866], [-1.15226, -5.06657, -1.39088], [-3.70639, -0.50377, -0.32361], [-4.40217, -1.61864, -1.52035], [-3.02310, -0.54394, -1.86027], [-3.54113, 0.32055, 4.24636], [-2.10141, -0.05372, 4.42390], [-1.48375, 0.23608, 5.52531], [-1.37582, -0.73032, 3.29149], [-2.12161, -1.50672, 2.88634], [-1.25015, -0.00162, 2.57841], [-0.15544, -1.47815, 3.62792], [-3.97958, -0.35105, 3.51842], [-3.67752, 1.27299, 3.69652], [-4.16824, 0.57826, 5.09487], [0.55161, -0.88879, 4.15774], [0.51506, -1.83341, 2.72691], [-0.21391, -2.39876, 4.08917], [0.46120, -0.69836, 0.89823], [0.39055, -1.71995, 0.17175], [-0.40558, -0.43468, 1.70608], [1.46325, 0.11491, 0.86872], [5.45312, 0.04477, 0.77511], [4.02373, -0.17005, 0.55826], [3.36335, -1.41523, 0.86729], [3.31563, 0.84221, 1.28562], [5.89513, 0.97020, 0.33064], [5.95788, -0.67044, 0.28750], [5.68064, 0.00112, 1.84527], [3.64935, -0.02325, -0.32768], [3.80618, -2.25304, 0.18927], [2.42833, -1.51686, 0.41777], [3.09373, -1.70254, 1.84299], [2.58758, 1.23346, 0.91244], [-0.44768, 0.77121, -2.76906], [0.83533, 1.40874, -2.19640], [1.61829, 2.03150, -3.37135], [0.55870, 2.53827, -1.31501], [-1.24944, 0.29684, -2.09544], [-0.34671, 0.05838, -3.41425], [-0.85208, 1.36003, -3.43890], [1.42904, 0.48622, -1.82853], [0.88465, 2.65664, -4.04159], [1.89546, 1.10616, -3.92554], [2.40709, 2.69761, -2.93056], [1.25803, 2.34678, -0.77521], [0.19868, 3.08445, 2.44191], [0.98019, 2.27081, 3.54682], [1.11405, 3.08995, 4.92050], [0.11697, 1.26496, 3.78989], [0.91770, 3.93361, 2.16216], [-0.60840, 3.64024, 2.89318], [0.12840, 2.54011, 1.46794], [1.92863, 1.84928, 3.19505], [1.27047, 2.39727, 5.73496], [0.42795, 3.68693, 5.32061], [1.86605, 3.83558, 4.83630], [-0.08984, 0.92330, 2.79029], [-2.85777, 2.57084, -0.99390], [-2.81186, 1.68652, 0.28930], [-4.19748, 1.04108, 0.80758], [-4.28274, 0.20501, 1.63541], [-5.43923, 1.72911, 0.26940], [-5.29881, 2.64437, -0.87679], [-4.08474, 3.07595, -1.60725], [-4.12143, 3.79338, -2.51378], [-1.79641, 2.89597, -1.34903], [-1.93080, 1.35748, 0.72771], [-6.29929, 1.61274, 0.89169], [-6.24177, 2.90621, -1.51113], [3.59455, -2.49202, -5.51282], [2.26823, -3.17627, -5.38060], [1.52388, -3.00116, -3.95866], [0.46809, -3.51418, -3.62408], [2.06531, -2.14454, -2.99119], [3.38165, -1.47331, -3.15731], [4.13971, -1.59860, -4.40271], [5.24159, -1.08930, -4.52033], [3.98559, -2.38264, -6.57734], [2.01637, -3.87489, -6.05257], [1.51511, -1.82738, -2.13906], [3.63156, -0.55390, -2.50763]], "atomic_forces_ev_per_a": [[1.7, -2.5, 0.9], [0.2, -1.9, -1.4], [0.6, 1.2, 1.0], [3.2, 6.5, -6.3], [-2.7, -4.1, 6.3], [-2.1, -2.3, 0.1], [-4.3, 1.1, 3.3], [-3.4, -2.0, -2.2], [-0.7, 1.2, 3.8], [0.4, 2.1, -0.3], [1.5, -2.6, -1.6], [2.3, -0.3, 0.3], [1.2, 1.1, -2.2], [0.0, 0.7, -1.7], [2.6, 2.0, 7.8], [-3.1, -2.3, -6.0], [-6.6, -4.0, 5.0], [2.2, 2.8, 1.0], [-1.4, 0.0, 1.3], [3.4, -0.3, -1.9], [-0.5, -0.3, 0.6], [0.9, -0.2, 0.0], [0.6, -0.9, 0.7], [0.0, 0.8, 0.7], [-1.9, 0.7, 1.8], [-1.6, -1.6, 1.7], [4.1, 3.4, -2.8], [-0.6, 0.5, 0.4], [1.0, 0.3, -7.0], [-6.1, -3.1, -1.0], [0.2, 2.5, 1.2], [-1.1, 2.1, 3.9], [1.4, -4.9, -2.0], [5.3, 1.1, 3.6], [-0.9, -0.3, 0.6], [2.1, -3.1, -1.5], [0.0, 0.1, -0.2], [-0.6, 1.0, -6.0], [0.3, 0.7, 1.8], [-0.9, 0.5, -0.9], [0.9, -0.4, 1.7], [-1.4, 1.2, -1.6], [-0.1, 0.6, 6.6], [-0.7, -0.7, -2.0], [-1.5, -0.2, -0.4], [-2.3, -1.8, -1.9], [1.3, 1.4, -0.3], [2.2, -5.1, -3.5], [-2.9, 4.2, -2.6], [-0.5, 2.0, 0.6], [1.5, -1.0, 1.3], [0.8, 1.1, -0.2], [-0.4, -0.9, -1.0], [2.8, 0.4, 3.2], [4.4, 2.0, -0.3], [-0.9, 3.7, 0.3], [2.9, -3.0, -2.5], [-2.3, -3.8, -2.9], [-0.9, -0.8, 0.1], [-0.8, -0.6, -0.3], [-0.7, 0.2, 0.9], [0.2, 0.6, 0.1], [0.8, -0.4, 0.0], [-4.4, 2.1, 0.5], [1.6, 0.1, -0.1], [1.5, 1.4, 3.7], [4.3, -3.5, 5.7], [-4.6, 3.0, -6.2], [0.9, 5.4, -2.3], [0.3, -2.3, 1.2], [2.8, 3.3, -4.0], [-4.1, -3.4, 2.1], [0.2, -3.4, 4.5], [-0.1, 2.8, -3.7], [-2.2, -0.5, 0.5], [1.7, -0.4, 0.5], [-0.9, -0.3, -0.4], [1.5, 0.0, 1.8], [-5.6, -1.2, -0.7], [5.9, 5.1, 5.0], [0.4, -1.6, -2.9], [1.5, 0.7, -3.1], [7.5, 4.8, 0.1], [-5.6, -0.2, 1.2], [1.2, -1.1, -1.1], [-0.9, -0.1, 0.0], [0.1, -0.5, 1.8], [-1.5, -2.2, -2.5], [-0.6, -0.2, 0.6], [-0.1, -2.0, -0.8]]}

***

Entry 3:
{"formula": "C27H49F2NOSi", "method": "ωB97M-V with the def2-TZVPD basis set", "smiles": "C[Si](C)(CCC(F)(F)[C@H]1CNC(=O)C1)c1ccccc1.CCCCCC.CCCCCC", "lumo_ev": 0.39, "elements": ["C", "Si", "C", "C", "C", "C", "F", "F", "C", "C", "N", "C", "O", "C", "C", "C", "C", "C", "C", "C", "H", "H", "H", "H", "H", "H", "H", "H", "H", "H", "H", "H", "H", "H", "H", "H", "H", "H", "H", "H", "H", "C", "C", "C", "C", "C", "C", "H", "H", "H", "H", "H", "H", "H", "H", "H", "H", "H", "H", "H", "H", "C", "C", "C", "C", "C", "C", "H", "H", "H", "H", "H", "H", "H", "H", "H", "H", "H", "H", "H", "H"], "xyz": [[6.33314, -0.42328, -1.26837], [5.56800, 1.29994, -1.19574], [5.04801, 1.63532, 0.60731], [3.99079, 1.36996, -2.26828], [2.83840, 2.04388, -1.50201], [1.56748, 2.21569, -2.34713], [1.85798, 2.59098, -3.62056], [0.96788, 0.98078, -2.42861], [0.61795, 3.18769, -1.64951], [0.74851, 4.70293, -1.89637], [-0.42034, 5.23064, -1.12736], [-1.31501, 4.14611, -0.78126], [-2.20118, 4.21520, 0.03986], [-0.88255, 2.91418, -1.63089], [6.82472, 2.63883, -1.62137], [8.11028, 2.38182, -2.05299], [8.95421, 3.43698, -2.29795], [8.55745, 4.72881, -2.11802], [7.27267, 4.99785, -1.70766], [6.42473, 3.95004, -1.46106], [5.62204, -1.15690, -0.87795], [6.61655, -0.71866, -2.28223], [7.21655, -0.41143, -0.62085], [4.24511, 0.97932, 0.94326], [5.95324, 1.54803, 1.21555], [4.74858, 2.68759, 0.65249], [3.69455, 0.32216, -2.41870], [4.16209, 1.80594, -3.25410], [3.15857, 3.05059, -1.20780], [2.51827, 1.46422, -0.63634], [0.90151, 3.10437, -0.58850], [1.68964, 5.01250, -1.43965], [0.66635, 5.01076, -2.93828], [0.00563, 5.41350, -0.21618], [-1.44251, 3.01931, -2.56484], [-1.06529, 1.97966, -1.10612], [8.43245, 1.35456, -2.18278], [9.97524, 3.24926, -2.61752], [9.25046, 5.54402, -2.28992], [6.94717, 6.02200, -1.56362], [5.41346, 4.15592, -1.11767], [-2.60985, 1.13212, 1.42295], [-1.24871, 0.61260, 1.87622], [-0.83657, -0.68897, 1.18903], [-1.75717, -1.87934, 1.45891], [-1.93405, -2.24109, 2.93257], [-0.63576, -2.66580, 3.61174], [-3.41234, 0.43234, 1.66449], [-2.83866, 2.07760, 1.91464], [-2.62003, 1.30507, 0.34624], [-1.24416, 0.48877, 2.96269], [-0.49305, 1.37373, 1.65286], [0.18462, -0.94104, 1.49185], [-0.79395, -0.52311, 0.10678], [-1.36284, -2.74993, 0.92452], [-2.74203, -1.68335, 1.02501], [-2.64909, -3.06614, 3.00089], [-2.37848, -1.40525, 3.48024], [-0.19678, -3.52890, 3.10631], [-0.82193, -2.94657, 4.64975], [0.10151, -1.86138, 3.61695], [-7.43310, -6.58538, -0.27871], [-6.18164, -5.71308, -0.29678], [-5.62093, -5.42953, 1.09597], [-6.55633, -4.65368, 2.02534], [-7.01502, -3.29690, 1.49285], [-5.86717, -2.31699, 1.27492], [-8.25481, -6.10236, 0.25240], [-7.77343, -6.78568, -1.29594], [-7.23157, -7.54466, 0.20272], [-6.39244, -4.77666, -0.82070], [-5.41025, -6.22226, -0.88100], [-4.67716, -4.88556, 0.99202], [-5.36608, -6.37957, 1.57673], [-6.04774, -4.50572, 2.98359], [-7.43830, -5.26172, 2.24654], [-7.71355, -2.86233, 2.21305], [-7.57451, -3.42029, 0.56149], [-5.32064, -2.14588, 2.20586], [-6.24736, -1.35414, 0.92902], [-5.16142, -2.68002, 0.52569]], "atomic_forces_ev_per_a": [[0.0, 0.5, 0.0], [-0.2, -0.3, 0.4], [0.5, 0.3, -0.9], [0.0, -0.6, 0.7], [0.2, 0.5, -1.4], [0.2, 0.0, 0.9], [-0.1, 0.2, -0.1], [-0.1, 0.0, -0.2], [0.0, -0.1, -0.2], [-0.7, -0.9, 0.1], [0.8, -0.8, 1.3], [-0.3, -0.4, -0.4], [1.0, 0.1, -0.8], [-0.1, 0.9, 0.8], [-0.8, -1.0, 0.1], [-0.2, -0.4, 0.0], [1.5, -0.6, -0.4], [0.2, 1.0, -0.1], [-0.1, 0.7, 0.1], [-0.8, 0.3, 0.3], [0.1, 0.0, 0.0], [0.1, 0.0, 0.1], [0.0, -0.2, -0.1], [0.1, 0.1, 0.2], [-0.2, -0.2, 0.2], [-0.2, -0.2, 0.2], [0.1, 0.1, -0.2], [-0.1, 0.1, 0.1], [-0.2, -0.1, 0.3], [0.2, 0.2, 0.1], [0.0, -0.2, -0.1], [-0.1, 0.5, -0.3], [0.2, -0.1, 0.0], [-0.6, 1.0, 0.0], [0.4, -0.4, -0.2], [-0.5, 0.1, -0.2], [0.1, 0.1, -0.1], [-0.1, -0.1, 0.0], [0.0, -0.1, 0.0], [0.0, -0.1, 0.0], [0.0, 0.1, 0.0], [0.0, 0.0, 0.2], [-0.1, 0.0, -0.2], [0.1, 0.0, 0.1], [-0.1, 0.0, 0.0], [0.1, -0.1, 0.0], [-0.1, 0.0, 0.1], [0.0, 0.0, 0.0], [0.0, 0.0, -0.1], [-0.1, 0.0, 0.0], [0.0, 0.0, 0.0], [0.0, 0.0, 0.1], [0.0, 0.0, 0.0], [0.0, 0.0, 0.0], [0.0, 0.0, 0.0], [0.0, 0.0, 0.0], [0.0, 0.0, 0.0], [0.0, 0.0, 0.0], [0.0, 0.0, 0.0], [0.0, 0.0, 0.0], [0.0, 0.0, 0.0], [0.0, 0.1, -0.1], [0.0, -0.1, 0.1], [0.1, 0.1, 0.0], [-0.1, -0.1, 0.0], [0.1, 0.0, 0.1], [-0.1, 0.1, -0.1], [0.0, 0.0, 0.0], [0.0, 0.0, 0.0], [0.0, 0.0, 0.0], [0.0, 0.0, 0.0], [0.0, 0.0, 0.0], [0.0, 0.0, 0.0], [0.0, 0.0, 0.0], [0.0, 0.0, 0.0], [0.0, 0.0, 0.0], [0.0, 0.0, 0.0], [0.0, 0.0, 0.0], [0.0, 0.0, 0.0], [0.1, 0.0, 0.0], [0.0, 0.0, 0.0]]}

***

Which formula does entry 2 have? C27H48N3O12

***

Number 1 is which compound? C27H48CuN2O6P2SSe2